58
Properties=species:S:1:pos:R:3:forces:R:3 method="wB97M-V/def2-TZVPD" orbital_gap_ev=7.145 lumo_energy_ev=-1.61
C -1.46265 -2.94603 -4.85167 -0.4 -0.5 0.1
O -1.12929 -1.68001 -5.42116 0.4 -0.2 0.6
C -0.38609 -0.93970 -4.44474 -1.3 -0.4 0.6
C -1.40591 -0.03651 -3.66005 0.8 0.2 -0.8
C -0.76449 1.19058 -2.94955 -1.3 -0.5 -1.5
N -0.09673 0.93059 -1.63608 0.1 0.6 0.7
C 1.14833 0.13247 -1.73655 0.7 -1.7 -0.4
O 1.93001 0.47987 -2.87722 -1.3 1.8 1.0
N 2.59694 -0.60804 -3.35950 0.6 -1.2 -0.7
O 3.14244 -0.32368 -4.34606 0.3 -0.2 -0.1
C -1.01480 0.18382 -0.69375 -0.8 -1.0 0.8
C -0.47418 0.07308 0.74336 -0.7 0.6 0.7
N -0.47640 1.43984 1.32094 1.2 -0.5 -1.1
C 0.56358 2.15907 0.52266 -1.2 -0.5 0.9
C 0.11859 2.27891 -0.96089 1.4 1.6 0.7
C 1.12288 3.20817 -1.73353 0.2 0.9 0.3
C 2.46751 3.50393 -1.00458 0.7 -0.7 -1.1
N 3.37759 4.27041 -1.89052 -1.2 0.1 0.5
H -0.56339 -3.58022 -4.71136 -0.3 0.4 -0.1
H -2.16506 -3.50202 -5.48995 0.3 0.5 0.0
H -1.96578 -2.81646 -3.86962 0.3 -0.1 -0.4
H 0.01403 -1.70322 -3.74468 0.5 0.6 -0.3
H 0.40972 -0.35404 -4.92657 -0.3 -0.2 0.1
H -2.05857 0.38031 -4.45268 0.3 0.0 0.5
H -2.06068 -0.65599 -3.03139 0.3 0.3 -0.1
H -0.09308 1.66520 -3.68440 0.1 -0.3 0.7
H -1.57444 1.92547 -2.79222 0.5 -0.4 0.4
H 0.83860 -0.92301 -1.86419 0.1 0.5 0.1
H 1.77657 0.16332 -0.83951 -0.5 0.5 -0.1
H -1.96740 0.74054 -0.68155 0.5 -0.1 0.1
H -1.24152 -0.83294 -1.05271 0.4 0.5 -0.3
H -1.15076 -0.55498 1.35800 0.2 0.2 -0.5
H 0.53519 -0.37519 0.83857 -0.4 -0.1 -0.3
H -0.06902 1.32819 2.25036 -0.5 0.1 0.2
H 1.51343 1.61356 0.67887 0.0 0.6 -0.4
H 0.62286 3.16864 0.96470 0.2 -0.3 -0.5
H -0.85180 2.80279 -0.93784 0.2 -0.7 -0.1
H 1.38491 2.87247 -2.74970 -0.3 -0.1 0.4
H 0.62507 4.19015 -1.85791 0.2 -0.5 -0.1
H 2.35926 4.10817 -0.09414 -0.2 -0.5 -0.2
H 2.96862 2.52821 -0.81102 -0.5 0.4 0.5
H 3.57137 3.75196 -2.73640 0.3 0.0 0.1
H 4.21453 4.44317 -1.35193 0.3 0.0 -0.4
C -1.61512 -2.51056 8.11715 0.4 -1.0 0.6
F -2.25689 -2.01984 9.17175 -0.2 0.4 -0.1
F -0.33657 -2.67157 8.47161 0.2 0.2 -0.1
F -2.10597 -3.73208 7.88811 -0.2 0.0 -0.3
S -1.78424 -1.42501 6.65625 -1.0 1.2 1.0
O -1.18574 -0.17194 7.05776 0.1 -0.7 -0.4
O -3.20423 -1.37974 6.39305 0.7 -0.4 -0.2
N -0.92150 -2.31717 5.66091 -0.2 0.8 -0.8
S -0.79128 -1.73803 4.19811 -0.1 0.3 -0.5
O 0.02287 -0.54592 4.04680 -0.1 -0.3 0.0
O -1.98897 -1.76448 3.38276 0.4 -0.1 0.2
C 0.24718 -3.08238 3.52077 0.5 -1.0 0.4
F -0.35899 -4.26628 3.59497 -0.3 0.0 -0.1
F 1.40075 -3.20224 4.17802 0.1 0.3 0.1
F 0.54875 -2.87357 2.23010 -0.2 0.4 -0.3

49
Properties=species:S:1:pos:R:3:forces:R:3 method="wB97M-V/def2-TZVPD" multiplicity=3 total_charge=+2 orbital_gap_ev="6.484 / 2.977" s_squared=2.026 lumo_energy_ev="-7.33 / -10.81"
C 1.26514 1.21997 3.17700 0.1 0.2 0.0
C 1.14316 1.81549 1.76790 0.2 0.0 0.1
C -0.22058 1.55744 1.13534 0.1 0.3 0.1
F -0.73746 0.34113 1.53038 0.0 -0.1 -0.1
C -0.28707 1.56991 -0.43636 -0.2 -0.3 0.0
C -1.64206 2.13789 -0.98474 -0.1 -0.3 0.0
C -2.77662 1.14312 -1.27181 -0.2 0.0 -0.1
O -2.62924 0.42718 -2.48551 0.2 0.0 0.0
C -3.20399 0.18770 -0.17036 -0.1 0.2 0.3
N -4.51394 -0.33298 -0.52102 0.1 -0.1 0.0
N 0.70572 2.58936 -0.87467 -0.5 0.1 0.1
C 0.76444 3.77916 -0.78956 0.3 -0.3 0.0
S 0.95574 5.32727 -0.72151 0.1 0.5 0.0
O -0.10831 0.37095 -1.06228 0.3 0.0 -0.2
C 1.08259 -0.44806 -1.06263 0.2 -0.4 -0.1
C 1.30599 -1.23451 0.22216 0.2 0.0 -0.1
C 0.18294 -2.25075 0.47834 0.3 0.0 -0.1
C 0.61842 -3.67660 0.24362 0.0 0.1 -0.8
N -0.35834 -4.74239 0.54662 0.0 0.7 2.0
O 1.68470 -4.02978 -0.17320 0.0 0.0 0.3
C 2.35280 0.23020 -1.63393 0.3 -0.3 0.0
N 3.28322 0.60752 -0.59144 -0.1 0.4 -0.1
O 2.90535 -0.62704 -2.61774 0.0 0.1 0.0
H 0.30060 1.13259 3.67660 0.0 0.0 0.0
H 1.89182 1.86297 3.79375 0.0 -0.1 0.0
H 1.74517 0.24142 3.15431 -0.2 0.0 0.0
H 1.96036 1.46874 1.12907 -0.1 0.0 0.1
H 1.25741 2.90051 1.85029 -0.1 0.0 -0.1
H -0.91119 2.32869 1.48804 -0.1 -0.1 0.0
H -2.02444 2.87183 -0.27244 0.2 0.1 -0.1
H -1.43570 2.62406 -1.94156 -0.1 0.1 0.1
H -3.64374 1.80405 -1.41287 0.0 0.0 0.0
H -1.74562 0.53327 -2.84969 0.0 -0.1 0.1
H -3.32290 0.76315 0.75472 0.1 0.0 0.0
H -2.43764 -0.57121 0.02750 0.0 0.0 -0.2
H -4.96043 -0.79154 0.26144 0.0 0.0 0.0
H -4.46627 -0.97974 -1.29810 0.0 0.1 0.0
H 0.84751 -1.20907 -1.81046 -0.3 0.3 -0.1
H 2.23416 -1.78904 0.05402 0.0 0.0 0.1
H 1.47517 -0.60028 1.08878 -0.1 -0.1 -0.1
H -0.20631 -2.16342 1.49602 -0.2 0.0 -0.1
H -0.65028 -2.07785 -0.21495 -0.1 0.0 0.2
H -0.82578 -4.42062 1.40598 -0.4 0.2 -0.3
H -1.14914 -4.79395 -0.09566 0.4 -0.5 -0.4
H 2.09332 1.12426 -2.19929 -0.2 -0.1 0.1
H 3.84935 1.39084 -0.89496 0.1 -0.1 -0.1
H 3.92620 -0.14653 -0.37377 -0.1 0.0 0.1
H 3.20972 -1.45322 -2.21960 0.0 0.0 0.0
Ni 0.88436 -5.81483 1.81682 0.0 -0.4 -0.8

45
Properties=species:S:1:pos:R:3:forces:R:3 method="wB97M-V/def2-TZVPD" smiles="CC[C@@H](C)[C@@H](NC(=O)[C@H](NC(C)=O)[C@@H](C)O)C(=O)NC" orbital_gap_ev=9.461 lumo_energy_ev=0.38
C -3.45220 -2.44196 1.72638 1.3 0.9 0.0
C -3.32891 -0.90480 1.61922 0.2 -0.6 1.2
C -2.20477 -0.36883 0.77405 1.2 1.6 -0.1
C -2.28485 1.18033 0.71639 -0.3 -0.1 0.9
C -0.71882 -0.74947 1.10902 0.0 0.0 -0.2
N 0.13598 -0.35949 -0.03511 -0.3 -1.5 1.0
C 1.25593 -0.99797 -0.43239 -0.2 -0.2 1.4
O 1.65764 -2.02091 0.10493 0.0 0.2 -0.6
C 2.09255 -0.30980 -1.50238 -0.1 0.4 0.0
N 1.57391 1.00269 -1.97405 0.1 -1.8 -0.9
C 1.54338 2.11822 -1.24440 -0.3 0.3 0.9
C 1.05397 3.33986 -1.93729 -1.0 0.4 0.6
O 1.82519 2.13185 -0.06257 0.3 -0.1 0.9
C 2.33452 -1.29486 -2.63962 0.3 -1.1 -1.3
C 1.11860 -2.01676 -3.25737 0.3 1.0 0.6
O 2.94090 -0.54047 -3.67137 1.2 0.0 -1.6
C -0.20331 -0.19659 2.47701 -0.3 -0.3 0.4
O -0.68094 -0.72498 3.48085 0.2 0.5 -0.4
N 0.72866 0.79353 2.52819 0.0 -0.5 -0.7
C 1.23628 1.33115 3.80392 -0.5 -0.4 -0.7
H -2.62534 -2.80343 2.36258 -0.3 -0.1 -0.4
H -4.38290 -2.74088 2.18435 -0.3 -0.1 0.0
H -3.35692 -2.85106 0.71891 -0.1 -0.3 0.1
H -3.24912 -0.46845 2.61757 -0.1 -0.1 0.1
H -4.22825 -0.51624 1.18576 -0.7 0.3 -0.3
H -2.41655 -0.69265 -0.23003 0.3 -0.5 -0.7
H -1.60530 1.64416 -0.00430 0.1 -0.1 0.2
H -3.28711 1.45488 0.40786 -0.2 0.2 0.0
H -2.11851 1.61887 1.73459 0.0 -0.3 -0.9
H -0.71600 -1.83273 1.25673 0.5 0.1 -0.2
H -0.08786 0.45645 -0.51686 -0.5 1.3 -0.7
H 3.06118 -0.17421 -1.02295 0.0 0.3 0.1
H 1.46725 1.12764 -2.97003 0.1 -0.3 0.0
H 1.83999 3.72093 -2.53123 0.9 0.7 -0.7
H 0.73141 4.09831 -1.20413 0.3 -0.4 -0.3
H 0.21579 3.11767 -2.58327 -0.2 -0.1 -0.3
H 3.07977 -2.05198 -2.32558 -0.6 0.3 0.4
H 0.44771 -1.25801 -3.67126 -0.1 -0.2 0.1
H 1.43676 -2.64933 -4.07593 0.2 -0.2 -0.1
H 0.62766 -2.61810 -2.51188 -0.4 -0.3 0.2
H 3.36304 -1.13308 -4.35515 -0.8 0.9 1.3
H 1.10816 1.16551 1.64702 -0.2 -0.2 0.6
H 0.55068 2.12813 4.08621 0.2 0.1 0.5
H 1.29083 0.55527 4.58275 -0.2 0.3 -0.4
H 2.22996 1.73161 3.63484 0.1 0.1 0.0

46
Properties=species:S:1:pos:R:3:forces:R:3 method="wB97M-V/def2-TZVPD" orbital_gap_ev=7.616 lumo_energy_ev=-0.76
Rb 15.48317 -11.59830 11.21648 9.4 -8.4 -1.0
O 12.69137 -9.93111 12.84064 1.1 -0.5 -0.4
C 12.93272 -10.07998 11.57704 1.0 0.5 -6.1
O 11.91314 -10.02672 10.86438 -0.1 0.7 -0.1
O 14.07526 -10.30746 11.11771 -7.2 7.4 0.8
H 11.79858 -9.84633 12.49809 -2.7 1.0 1.8
C 12.60189 -9.99615 15.12666 1.0 -1.2 0.1
C 13.27578 -11.28998 14.55201 -0.2 0.5 3.0
O 12.66764 -12.34193 14.46893 8.3 2.3 8.8
C 14.72405 -11.25003 14.21617 0.3 0.1 0.5
H 11.55733 -10.00828 14.81550 0.6 0.7 0.3
H 13.20112 -9.19900 14.68670 -0.8 -0.4 1.3
H 12.64050 -9.98088 16.21588 0.1 -0.2 0.1
H 15.22566 -12.19221 14.43705 -0.2 -0.2 0.0
H 15.15096 -10.50502 14.88762 0.4 0.3 -0.5
H 14.83892 -11.03384 13.15403 -0.1 0.7 1.3
C 10.34626 -12.04571 14.87962 -2.5 1.3 1.5
C 9.59350 -10.82564 14.34612 0.8 -1.9 1.5
O 8.73638 -10.30149 15.00760 -0.7 0.9 0.0
C 10.03792 -10.31907 13.03216 -0.4 0.0 -0.8
H 10.12798 -12.88058 14.21370 0.2 0.1 0.9
H 9.99361 -12.18597 15.90142 -0.3 -0.3 0.0
H 11.42011 -11.87135 14.94700 -2.7 0.0 0.3
H 10.29132 -9.26152 13.10617 -0.6 0.2 -0.2
H 9.24781 -10.52815 12.31098 0.0 0.5 -0.1
H 10.90620 -10.86693 12.66604 -1.4 0.0 0.5
C 12.27329 -12.65481 12.65442 -0.8 -2.3 -4.6
C 11.04875 -12.83372 11.90925 -0.3 0.1 -1.8
O 9.99311 -13.01304 12.47973 -0.4 -0.9 -2.0
C 11.23382 -12.70822 10.43086 -1.3 -1.2 -0.5
H 12.64291 -11.62946 12.66607 -0.8 -1.8 -0.6
H 13.04329 -13.26997 12.18882 0.2 -0.3 0.0
H 12.03975 -13.02118 13.65408 -1.2 -1.7 -3.3
H 10.36981 -13.19504 9.97855 -0.1 0.4 -0.4
H 12.10554 -13.28387 10.11969 0.2 0.2 0.0
H 11.35388 -11.65590 10.17334 -0.2 -0.3 -0.2
C 13.25795 -7.62974 13.43111 1.3 1.3 1.0
C 13.91570 -7.01568 14.66235 2.8 1.7 -0.5
O 15.15947 -7.04357 14.82343 -3.2 -0.4 -0.1
C 13.01889 -6.14143 15.55080 0.2 -1.1 0.0
H 12.18137 -7.52039 13.56204 0.0 -0.4 -0.5
H 13.57468 -8.66767 13.32869 0.2 1.7 0.0
H 13.63214 -7.13502 12.53483 -0.2 0.4 0.0
H 13.32975 -6.24281 16.59061 0.0 0.1 0.0
H 11.98927 -6.47865 15.43143 -0.1 0.1 0.2
H 13.06635 -5.09208 15.25974 0.2 -0.1 -0.1

no.,DFT total energy (Eh)
1,-2706.1446
2,-3035.9484
3,-975.6388
4,-1060.6468